No. 1
Computed, not measured: an isolated molecule of C7H13F2N, with ωB97M-V with the def2-TZVPD basis set.

Properties
- structure (SMILES) = CC1([C@](C)(N)C(F)F)CC1
- energy relative to the best compared isomer or geometry (same formula, charge and spin) (kcal/mol) = 44.92
- Kohn-Sham gap (eV) = 9.95
- spin multiplicity = 1

Structure (XYZ):
```
23
Properties=species:S:1:pos:R:3:mulliken_charge:R:1
C -1.2227 -1.0005 -1.4613 -0.7338
C -1.8826 -0.0321 -0.6029 -0.7646
C -0.5319 -0.6310 -0.1324 0.8015
C -0.4484 -1.6565 0.9769 -1.4013
C 0.5928 1.1771 1.4614 -2.1921
C 1.9363 -0.0543 -0.3117 -0.0005
C 0.6292 0.6876 0.0286 1.3220
N 0.3808 1.8049 -0.7967 -0.7214
F 1.8311 -0.5911 -1.4881 -0.2734
F 2.1972 -0.9426 0.6268 -0.2735
H -1.6012 -1.9879 -1.5188 0.3237
H -0.7600 -0.7129 -2.3872 0.1610
H -1.7478 0.9154 -1.0658 0.2135
H -2.8616 -0.1070 -0.0681 0.2776
H -0.0854 -1.1463 1.8776 0.2195
H 0.4107 -2.3850 0.7617 0.2069
H -1.4013 -2.1123 1.0656 0.5280
H -0.4678 1.3732 1.6875 0.4092
H 1.1419 0.5599 2.1165 0.5037
H 1.1374 2.0685 1.5912 0.5640
H 2.8302 0.5031 -0.3146 0.3648
H -0.0918 2.4947 -0.3184 0.2252
H 0.0149 1.7752 -1.7279 0.2401
```

=====

No. 2
Computed, not measured: a structure of composition C7H13F2N2OPtS3Sb, with ωB97M-V with the def2-TZVPD basis set.

Properties
- energy relative to the best compared isomer or geometry (same formula, charge and spin) (kcal/mol) = 22.22
- Kohn-Sham gap (alpha / beta) (eV) = 5.92 / 5.55
- spin multiplicity = 2
- expectation value of S² = 0.760
- charge = -1

Structure (XYZ):
```
30
Properties=species:S:1:pos:R:3:mulliken_charge:R:1
Pt 0.2412 -0.4040 -0.2067 0.8159
S -3.4767 -1.3953 2.7289 -0.7303
Sb -1.4523 -2.1787 2.0332 0.3821
S 0.0246 -0.1796 2.0931 -0.6085
S -1.5215 -1.8368 -0.4636 -0.5683
F 2.1968 0.8637 -1.6669 -0.2358
C 2.1346 -0.2062 -0.7990 0.0171
F 2.4715 -1.3108 -1.5308 -0.2317
H 2.8760 -0.0542 -0.0167 0.2402
C -0.8256 2.1537 -3.3777 -0.9389
N -1.4772 3.0326 -2.4306 0.2130
C -2.4492 3.9679 -2.9558 -0.6387
C -2.6439 5.1063 -1.9781 -0.7328
C -3.0273 4.5271 -0.6347 -0.6436
N -2.0394 3.5578 -0.2125 0.1866
C -2.0296 3.1961 1.1959 -0.9005
C -1.2666 2.8398 -1.0845 0.5838
O -0.4316 2.0412 -0.6747 -0.7894
H -0.3136 2.7405 -4.1456 0.3302
H -1.5535 1.4972 -3.8646 0.3110
H -0.0956 1.5461 -2.8555 0.1440
H -3.4069 3.4672 -3.1518 0.2990
H -2.0779 4.3428 -3.9125 0.3713
H -3.4079 5.7976 -2.3348 0.3527
H -1.7016 5.6510 -1.8758 0.3068
H -4.0219 4.0650 -0.6923 0.3043
H -3.0794 5.3113 0.1239 0.3710
H -1.8365 4.0822 1.8071 0.3062
H -1.2618 2.4516 1.3786 0.1537
H -2.9917 2.7670 1.4876 0.3296
```

=====

No. 3
Computed, not measured: an isolated molecule of C7H13FSi, with ωB97M-V with the def2-TZVPD basis set.

Properties
- structure (SMILES) = C=C[Si](F)(C=C)CCC
- energy relative to the best compared isomer or geometry (same formula, charge and spin) (kcal/mol) = 0.00
- Kohn-Sham gap (eV) = 10.73
- spin multiplicity = 1

Structure (XYZ):
```
22
Properties=species:S:1:pos:R:3:mulliken_charge:R:1
C -2.4831 -2.4239 0.6275 -0.5979
C -2.3484 0.5285 2.0455 -0.8129
C -1.3862 -1.8964 0.2646 -0.3025
C -1.7614 1.1005 0.9656 -0.0871
C 2.4216 0.2330 0.0087 -1.0983
C 1.4886 1.2578 -0.6543 -0.2883
C 0.2793 0.6465 -1.3189 -0.7472
F -2.6705 0.1982 -1.3757 -0.3495
Si -1.3505 -0.1253 -0.3756 0.5607
H -2.6992 -3.5037 0.8440 0.2635
H -3.4300 -1.7676 0.8564 0.1531
H -2.7606 1.0968 2.8977 0.2084
H -2.5258 -0.4739 2.1760 0.2768
H -0.5664 -2.4710 0.0566 0.3914
H -1.5621 2.1668 0.8956 0.4030
H 2.9432 -0.2209 -0.7875 0.3268
H 3.2601 0.6742 0.6323 0.3059
H 1.9007 -0.5523 0.6271 0.2514
H 1.0921 1.9626 0.0866 0.2439
H 2.2165 1.7407 -1.3526 0.3063
H 0.4790 -0.0500 -2.2703 0.2933
H -0.1591 1.5025 -1.7543 0.2993
```

=====

No. 4
Computed, not measured: an isolated molecule of C7H13IO2, with ωB97M-V with the def2-TZVPD basis set.

Properties
- Kohn-Sham gap (alpha / beta) (eV) = 5.75 / 5.78
- spin multiplicity = 3
- expectation value of S² = 2.006

Structure (XYZ):
```
23
Properties=species:S:1:pos:R:3:mulliken_charge:R:1
C 2.0112 1.4994 -0.1990 -0.4986
C 1.4672 0.1218 -0.1534 -0.7661
C 0.8157 2.3456 0.0163 -0.3615
C -0.0909 0.3834 -0.6425 -0.4816
C -1.0681 -2.5137 -0.7115 -1.0819
C -1.0009 -1.7464 0.5709 -0.3376
C -1.1478 -0.2089 0.5678 -0.1763
O -0.1954 1.7541 -0.7315 -0.4447
O -1.0738 0.4292 1.7599 -0.5705
I -3.2210 0.3605 -0.2887 0.1250
H 2.7019 1.8367 0.6214 0.3073
H 2.6291 1.7676 -1.0832 0.2610
H 1.9700 -0.5141 -0.7969 0.4034
H 1.4140 -0.1901 0.8591 0.3434
H 0.4177 2.3575 1.0140 0.1407
H 0.8559 3.4049 -0.2407 0.3561
H -0.4402 -0.0674 -1.4658 0.8119
H -1.1915 -1.9220 -1.6727 0.2929
H -0.1916 -3.1432 -0.9347 0.2896
H -1.8364 -3.3058 -0.6385 0.3236
H -0.0336 -1.8876 1.1414 0.2728
H -1.7669 -2.2094 1.2775 0.4333
H -1.0247 1.4478 1.7308 0.3578
```

=====

No. 5
Computed, not measured: a structure of composition C7H13IO4S, with ωB97M-V with the def2-TZVPD basis set.

Properties
- Kohn-Sham gap (eV) = 9.82
- spin multiplicity = 1

Structure (XYZ):
```
26
Properties=species:S:1:pos:R:3:mulliken_charge:R:1
C 1.4855 -2.0882 -0.1137 -1.0129
C 1.9632 -0.7651 -0.7221 -0.8969
C 1.4312 0.4728 -0.0131 0.0354
O 1.1462 0.2555 1.3902 -0.3838
S 0.4921 1.6159 1.8911 1.0708
O 1.5289 2.5746 2.0201 -0.5783
O -0.4194 1.3961 2.9485 -0.5636
O -0.3702 1.8555 0.5806 -0.2973
C 0.1851 1.2104 -0.5686 0.4749
C -0.8712 0.3873 -1.3278 -0.9395
C -2.1966 0.0850 -0.6259 -0.5839
C -2.0729 -0.6144 0.7246 -1.0307
I -3.4595 1.8212 -0.4943 0.0280
H 1.6330 -2.0859 0.9616 0.2949
H 0.4301 -2.2419 -0.3297 0.1847
H 2.0415 -2.9146 -0.5488 0.4163
H 1.6155 -0.7184 -1.7545 0.3262
H 3.0477 -0.7118 -0.7263 0.4225
H 2.2315 1.2173 -0.0302 0.4892
H 0.5901 1.9497 -1.2594 0.4246
H -1.0930 0.8864 -2.2684 0.3528
H -0.4398 -0.5826 -1.5822 0.3099
H -2.7603 -0.5599 -1.2940 0.5935
H -2.9769 -1.1893 0.9162 0.4103
H -1.2504 -1.3304 0.6817 0.1524
H -1.9116 0.0750 1.5445 0.3006
```

=====

No. 6
Computed, not measured: a cluster of 2 separate species, C7H13N in total, with ωB97M-V with the def2-TZVPD basis set.

Properties
- energy relative to the best compared isomer or geometry (same formula, charge and spin) (kcal/mol) = 211.15
- Kohn-Sham gap (eV) = 10.00
- spin multiplicity = 1

Structure (XYZ):
```
21
Properties=species:S:1:pos:R:3:mulliken_charge:R:1
C -2.2949 -1.7426 -0.8428 -0.8485
C -1.5766 -1.3800 0.4361 -0.1772
C -0.5786 -0.6897 0.8918 -0.9019
C 0.3392 0.2233 0.0200 1.2038
C 0.5624 -0.1374 -1.5882 -0.9175
C 0.2101 1.7999 0.4013 -0.5407
C 1.2486 2.5001 0.7990 -0.4247
H -3.3268 -2.1565 -0.1701 0.2669
H -1.9014 -2.8477 -1.3376 0.2069
H -2.3624 -0.7758 -1.4240 0.3119
H -1.7587 -1.9516 1.3732 0.2648
H -0.2458 -0.8594 1.9582 0.2028
H 1.4980 -1.2623 -1.4913 0.2276
H -0.3980 -0.2234 -2.3630 0.2260
H 1.0975 0.7451 -1.8707 0.4582
H 1.8483 -1.1746 0.1344 0.2900
H 2.2850 0.4312 1.1239 0.2652
H -0.9414 1.8883 0.4779 0.2847
H 2.2306 1.7556 0.7951 0.1955
H 1.3527 3.6218 1.4853 0.2232
N 1.8802 -0.0905 0.0866 -0.8171
```

=====

No. 7
Computed, not measured: a cluster of 2 separate species, C7H13N in total, with ωB97M-V with the def2-TZVPD basis set.

Properties
- structure (SMILES) = C=C(C)C.CC=C=N
- energy relative to the best compared isomer or geometry (same formula, charge and spin) (kcal/mol) = 74.08
- Kohn-Sham gap (eV) = 9.34
- spin multiplicity = 1

Structure (XYZ):
```
21
Properties=species:S:1:pos:R:3:mulliken_charge:R:1
C 1.7633 1.6247 2.1065 -1.1619
C 0.4389 1.0679 2.0931 -0.4935
C -0.0228 -0.0824 1.7353 0.6950
C -0.4837 -1.8577 -1.8920 -1.0873
C -1.7253 0.2106 -1.1407 -1.1060
C 0.7592 0.1213 -1.1837 -1.0140
C -0.4259 -0.5388 -1.2702 0.4958
N -0.5113 -1.1559 1.5511 -0.5974
H 2.5199 0.9542 1.5439 0.2746
H 1.8593 2.5607 1.6674 0.3721
H -0.3964 1.7420 2.4512 0.2633
H 0.5896 -2.1883 -1.8889 0.2664
H -1.2145 -2.6215 -1.4313 0.2993
H -0.9238 -1.8384 -2.8439 0.3649
H -1.8566 0.9819 -1.9454 0.3544
H -1.5844 0.8530 -0.2924 0.3274
H -2.5871 -0.4086 -1.0998 0.3098
H 1.5505 -0.5611 -1.2468 0.2673
H 0.8446 1.0737 -0.6837 0.4254
H 2.1708 1.5120 3.1263 0.3411
H -0.7644 -1.4491 0.6441 0.4035
```

=====

No. 8
Computed, not measured: the ion C7H13N2 with charge +1, with ωB97M-V with the def2-TZVPD basis set.

Properties
- structure (SMILES) = C=CC[C@H]1CCC=[N+]1N
- energy relative to the best compared isomer or geometry (same formula, charge and spin) (kcal/mol) = 100.60
- Kohn-Sham gap (eV) = 9.66
- spin multiplicity = 1
- charge = +1

Structure (XYZ):
```
22
Properties=species:S:1:pos:R:3:mulliken_charge:R:1
C -1.3789 -0.8110 1.0199 -0.4853
C -1.5246 0.6185 0.8504 -0.0374
C -0.9565 -1.4729 -0.3685 -1.0039
C 1.9418 -0.6920 0.2680 0.1133
C 1.2245 -0.3066 -0.9527 -1.2568
C 1.8775 0.2495 1.1458 -1.0558
C -0.2660 -0.3579 -0.9817 0.5253
N -0.6087 2.1577 -0.5604 -0.8378
N -0.8197 0.8854 -0.1972 0.4254
H -2.3375 -1.2465 1.1573 0.4322
H -1.9884 1.4782 1.2477 0.4913
H -0.3198 -2.2425 -0.2358 0.4166
H -1.8897 -1.7786 -0.8456 0.3654
H -0.5811 -0.8874 1.9034 0.2865
H 2.3572 -1.7264 0.1708 0.3444
H 1.5001 0.6279 -1.3376 0.5715
H 1.6787 -0.9818 -1.6328 0.4506
H 2.3848 0.1227 2.0521 0.3350
H 1.3416 1.1499 0.9069 0.2449
H -0.5382 -0.0839 -2.0096 0.2295
H -1.3906 2.7402 -0.7789 0.2171
H 0.2937 2.5575 -0.8213 0.2280
```

=====

No. 9
Computed, not measured: the ion C7H13N2O with charge +1, with ωB97M-V with the def2-TZVPD basis set.

Properties
- energy relative to the best compared isomer or geometry (same formula, charge and spin) (kcal/mol) = 95.67
- Kohn-Sham gap (eV) = 8.82
- spin multiplicity = 1
- charge = +1

Structure (XYZ):
```
23
Properties=species:S:1:pos:R:3:mulliken_charge:R:1
C -1.1412 -0.1068 -0.8111 -0.3179
C 0.0542 -0.3354 -1.3297 -0.2459
C -0.9862 -0.4190 1.6673 0.9052
C 1.2857 0.4290 1.2271 -0.1994
C -1.9378 -0.9656 2.6957 -1.4277
C 1.7847 0.9171 -2.6843 -0.9295
C 0.4704 -0.0109 -2.7148 -0.7043
N -1.5477 -0.3562 0.4664 -0.0776
N 0.1713 0.0829 2.0556 -0.0907
O 2.0089 1.2246 1.9961 -0.3863
H -1.8454 0.4171 -1.4488 0.3349
H 0.7917 -0.9254 -0.8471 0.4848
H -2.9157 -1.3176 2.3295 0.3358
H -1.9618 -0.2194 3.5954 0.3363
H -1.3952 -1.8106 3.0304 0.4124
H 2.1829 1.2983 -3.5854 0.3864
H 2.5632 0.0990 -2.3820 0.2127
H 1.6088 1.5915 -1.8381 0.2561
H 0.6547 -0.9489 -3.2912 0.3327
H -0.3229 0.4458 -3.3567 0.3711
H -2.5248 -0.7056 0.5076 0.2445
H 0.0755 0.1653 3.1258 0.3162
H 2.9267 1.4507 1.5925 0.4502
```

=====

No. 10
Computed, not measured: the ion C7H13N2O with charge +1, with ωB97M-V with the def2-TZVPD basis set.

Properties
- energy relative to the best compared isomer or geometry (same formula, charge and spin) (kcal/mol) = 139.17
- Kohn-Sham gap (eV) = 8.70
- spin multiplicity = 1
- charge = +1

Structure (XYZ):
```
23
Properties=species:S:1:pos:R:3:mulliken_charge:R:1
C -0.7080 1.7172 -1.5441 -0.3491
C -0.3581 1.8899 -0.2789 -0.2158
C 0.1680 -0.6348 -2.0538 -0.1677
C -0.7430 0.4830 -2.4051 -0.6518
C 0.1977 -0.2209 0.2379 -0.0417
C 1.9830 0.7567 1.9421 -0.8290
C -1.5887 -1.7483 0.9563 -0.8009
N 0.6839 -0.8032 -0.8990 -0.4836
N 1.1169 -0.4006 1.4148 0.1404
O -1.1363 -0.4708 0.5718 -0.2604
H -1.2364 2.5164 -2.1398 0.3286
H -0.3377 2.4651 0.6061 0.4852
H 0.5770 -1.2944 -2.8565 0.4390
H -1.7065 -0.0616 -2.4613 0.2887
H -0.5758 0.7115 -3.4766 0.4528
H 2.5684 0.4413 2.7401 0.3881
H 2.7312 1.1470 1.1633 0.2993
H 1.2174 1.4960 2.1306 0.3160
H -2.6239 -1.7612 0.6051 0.2807
H -1.4737 -1.8720 2.0682 0.2711
H -1.0650 -2.6066 0.5448 0.3657
H 0.5465 -0.7473 2.1624 0.3839
H 1.7632 -1.0024 0.9716 0.3606
```

=====

| no. | maximum force (eV/Å) | energy (eV) |
| --- | --- | --- |
| 1 | 3.48 | -14392.8423 |
| 2 | 1.04 | -60225.1351 |
| 3 | 6.49 | -18064.2669 |
| 4 | 6.30 | -19659.6681 |
| 5 | 0.79 | -34595.0564 |
| 6 | 5.72 | -8950.7765 |
| 7 | 4.90 | -8956.7204 |
| 8 | 4.15 | -10439.8351 |
| 9 | 4.76 | -12487.8892 |
| 10 | 5.95 | -12486.0029 |